C2H3Br2FO | wB97M-V/def2-TZVPD

Frontier orbital gap (alpha / beta) ... 0.2539 / 0.2176 hartree
2S+1 ... 3
LUMO level (alpha / beta) ... 0.6 / -4.3 eV

Element x y z (Å)
C -0.2792 -0.2132 -0.5382
C 0.2823 0.6554 0.4681
O 1.5788 0.5377 0.7063
F -0.0131 1.9355 0.5068
Br 0.2187 0.1127 -2.4177
Br -0.8801 -0.0530 2.2520
H -1.3819 -0.1499 -0.3439
H -0.0236 -1.1902 -0.2465
H 1.9326 1.4122 0.9228

These are the Löwdin partial charges, in e, on atoms 1 to 2: -0.6362, -1.0026

---

C4H7NO | wB97M-V/def2-TZVPD

Frontier orbital gap ... 0.3954 hartree
SMILES string ... C[C@H]1CN1C=O
LUMO level ... 0.9 eV

Element x y z (Å)
C -1.4897 -0.6330 0.3679
C -0.1833 -0.5132 -0.3547
C 0.1752 0.4392 -1.4105
N 0.4468 0.8008 -0.0293
C 1.5595 0.6313 0.7827
O 1.8671 -0.4534 1.2208
H -1.2365 -0.8102 1.4213
H -2.1123 -1.4604 0.0214
H -2.0322 0.3128 0.3064
H 0.4419 -1.4107 -0.3068
H 1.0262 0.1765 -2.0350
H -0.6089 1.0249 -1.8737
H 2.0329 1.5454 1.1691

These are the Löwdin partial charges, in e, on atoms 1 to 2: -0.0516, -0.3206

---

C15H30NO10S3 | wB97M-V/def2-TZVPD

Frontier orbital gap ... 0.1743 hartree
Net charge ... -1
LUMO level ... 1.4 eV

Element x y z (Å)
O -3.6742 -4.6239 4.6570
C -4.5642 -3.7610 4.5404
O -4.3536 -2.5405 4.7519
C -5.9745 -4.2836 4.0576
N -6.1376 -4.0904 2.5978
C -5.0869 -4.7175 1.8088
O -4.7039 -6.0223 2.2423
O -5.2741 -6.9912 1.3927
H -6.1445 -5.3384 4.3748
H -6.7177 -3.6014 4.5356
H -7.0452 -4.4344 2.2935
H -4.1899 -4.0802 1.8688
H -5.3949 -4.6887 0.7418
H -4.9531 -7.8160 1.7859
C -3.1526 -0.1439 -1.4210
C -1.7951 -0.1349 -0.7094
C -1.6906 -1.4374 0.0927
S -2.6979 -2.6416 -0.7714
O -3.8072 -3.0003 0.0725
O -1.8426 -3.6355 -1.3779
C -3.2874 -1.5301 -2.0422
H -3.2191 0.6408 -2.1760
H -3.9520 0.0184 -0.6929
H -0.9969 -0.0946 -1.4512
H -1.6843 0.7321 -0.0637
H -0.6660 -1.7994 0.1439
H -2.0937 -1.3226 1.0992
H -4.3111 -1.7853 -2.3102
H -2.6335 -1.6388 -2.9087
C 3.4566 -0.1720 0.3258
C 3.7167 1.1185 1.1088
C 2.5932 2.0988 0.7628
S 1.1662 1.0996 0.3413
O 0.8600 1.3032 -1.0542
O 0.1688 1.2345 1.3735
C 1.9762 -0.4833 0.5196
H 4.0859 -0.9911 0.6746
H 3.6694 -0.0092 -0.7336
H 3.7005 0.9034 2.1808
H 4.6939 1.5424 0.8747
H 2.3443 2.7418 1.6060
H 2.8476 2.7049 -0.1053
H 1.5835 -1.1843 -0.2146
H 1.7785 -0.8461 1.5292
C 5.0178 6.1477 -2.0363
C 4.4767 5.6764 -3.3905
C 4.9874 4.2495 -3.6177
S 5.2197 3.5351 -1.9895
O 6.6253 3.2854 -1.7912
O 4.2239 2.5145 -1.7697
C 4.7668 4.9982 -1.0671
H 4.5319 7.0647 -1.7030
H 6.0906 6.3429 -2.1150
H 3.3841 5.6766 -3.3654
H 4.7851 6.3374 -4.2007
H 4.2716 3.6476 -4.1742
H 5.9507 4.2449 -4.1263
H 5.3636 5.0614 -0.1591
H 3.7080 4.9191 -0.8165

These are the Löwdin partial charges, in e, on atoms 1 to 2: -0.0887, -0.7534

---

C10H24N2O3 | wB97M-V/def2-TZVPD

Frontier orbital gap ... 0.3292 hartree
LUMO level ... 0.8 eV

Element x y z (Å)
C -3.0359 -2.1078 -0.1809
H -3.7161 -2.8295 -0.5164
H -2.3866 -2.3896 0.5761
H -2.3435 -2.0799 -1.1327
C -3.6740 -0.9150 -0.1182
N -2.8097 0.2035 0.4762
H -2.3340 -0.1363 1.4163
C -1.8419 0.7407 -0.7274
C -1.4363 2.1861 -0.3849
O -2.4693 2.9146 -0.0464
H -3.1922 2.5924 0.4603
C -0.5302 2.3022 0.8206
O 0.7476 1.2249 0.6659
C 1.7216 2.0210 -0.0570
C 3.0215 1.1861 -0.0178
O 3.8999 1.8584 -0.5621
H 4.8658 1.3050 -0.5313
C 2.9005 -0.3357 -0.1856
N 2.4712 -0.9250 0.7689
H 1.4910 -0.5161 1.2603
C 2.0484 -2.4314 0.4573
C 0.8078 -2.5952 -0.2515
H 0.7503 -3.6451 -0.4506
H -0.0435 -2.1797 0.1543
H 1.1255 -2.1129 -1.6373
H 1.9693 -2.8881 1.4971
H 3.0203 -3.0526 0.1389
H 3.9852 -0.5117 -0.4774
H 2.2964 -0.4059 -1.1002
H 3.3402 1.2259 1.2454
H 1.8706 3.1116 0.0568
H 1.3658 1.8008 -1.2709
H -0.1202 3.2930 1.1303
H -0.9666 1.6949 1.7836
H -0.9115 2.5282 -1.1565
H -0.8881 0.2867 -0.6587
H -2.3232 0.7266 -1.7330
H -4.4214 -0.8151 1.1186
H -4.2546 -0.3303 -0.8301

These are the Löwdin partial charges, in e, on atoms 1 to 2: -0.1772, 0.0680

---

C5H12N3S | wB97M-V/def2-TZVPD

Frontier orbital gap (alpha / beta) ... 0.2800 / 0.2802 hartree
Net charge ... +1
LUMO level (alpha / beta) ... -4.2 / -4.2 eV

Element x y z (Å)
C -0.1825 0.8231 -0.1873
C -2.3497 -0.3938 0.1317
C 2.0254 0.3974 -0.9479
C 2.1460 -1.8719 0.6611
C -2.0995 2.0953 0.4731
N 0.8468 -0.0404 -0.1899
N 0.9278 -1.0790 0.5399
N -1.5644 0.7165 0.1009
S -1.4661 -1.8023 -0.3472
H -0.1011 1.6974 -0.8220
H -3.3089 -0.4324 0.4264
H 1.8811 1.2050 -1.6049
H 2.7700 0.5832 -0.1266
H 2.2363 -0.3997 -1.6265
H 2.0487 -2.7347 -0.0905
H 3.0743 -1.3031 0.3812
H 2.0070 -2.1887 1.7000
H -3.1805 2.3071 0.2402
H -1.5923 2.8089 -0.1323
H -1.7412 2.2966 1.5486
H -2.3773 -2.6845 -0.1281

These are the Löwdin partial charges, in e, on atoms 1 to 2: -0.1134, -0.3237

---

C3H5CrO4 | wB97M-V/def2-TZVPD

Frontier orbital gap (alpha / beta) ... 0.2415 / 0.3632 hartree
2S+1 ... 6
LUMO level (alpha / beta) ... -0.5 / -0.7 eV

Element x y z (Å)
C -1.1694 1.6334 -1.0755
C -1.6550 0.7936 0.0651
O -1.4397 -0.5251 -0.0307
Cr -0.0755 -1.7088 -0.0503
H -1.5763 2.6523 -1.0097
H -0.0663 1.6597 -1.0891
H -1.4409 1.1961 -2.0579
H -2.6104 1.0731 0.5401
H 1.3965 -0.0008 1.6894
O 1.2441 -0.9858 1.3466
C 2.2609 -1.7114 0.7239
O 1.7224 -2.4722 -0.1471
O 3.4095 -1.6039 1.0952

These are the Löwdin partial charges, in e, on atoms 1 to 2: -0.1092, -0.2833

---

| no. | E (eV) |
| --- | --- |
| 1 | -146968.1328 |
| 2 | -7797.4525 |
| 3 | -70509.1001 |
| 4 | -19869.2571 |
| 5 | -20674.2371 |
| 6 | -39802.0309 |